[1]
Entry from the OMol25 dataset: a cluster of 2 separate species, C3O2 in total (the ωB97M-V functional and the def2-TZVPD basis).

Structure (ORCA input):
```
! wB97M-V def2-TZVPD RIJCOSX def2/J DEFGRID3
* xyz 0 1
C 0.3404 -0.1422 0.8743
C 0.6017 -1.5461 0.5503
C -1.1043 0.7699 -0.6479
O -1.1150 1.7886 -1.1260
O 1.3310 -0.5652 0.0913
*
```

The highest occupied orbital energy comes out at -10.43 eV. For the LUMO energy, the calculation gives -1.0 eV. The total energy comes out at -7198.9757 eV.


[2]
Entry from the OMol25 dataset: a structure of composition C3O2Pb (the ωB97M-V functional and the def2-TZVPD basis).

Structure (ORCA input):
```
! wB97M-V def2-TZVPD RIJCOSX def2/J DEFGRID3
* xyz 0 1
C 0.5126 -0.7539 1.6637
C 1.4300 -0.3787 0.7867
O 0.9061 0.2029 -0.4208
C -0.4188 0.2749 -0.4139
O -0.9102 -0.2022 0.6463
Pb -1.5198 0.8570 -2.2620
*
```

The highest occupied orbital energy (alpha / beta) comes out at -9.43 / -7.71 eV. For the LUMO energy (alpha / beta), the calculation gives -1.9 / -2.2 eV. The total energy comes out at -12444.9755 eV.


[3]
Entry from the OMol25 dataset: a structure of composition C3O2Tb (the ωB97M-V functional and the def2-TZVPD basis).

Structure (ORCA input):
```
! wB97M-V def2-TZVPD RIJCOSX def2/J DEFGRID3
* xyz 1 7
O 0.6469 -1.7446 -0.6693
C -0.4406 -1.3986 -0.0442
C -0.4045 -0.2103 0.7181
C -1.0306 1.2096 0.4559
O -0.7742 2.2627 0.0180
Tb 2.0030 -0.1187 -0.4785
*
```

The highest occupied orbital energy (alpha / beta) comes out at -12.13 / -13.45 eV. For the LUMO energy (alpha / beta), the calculation gives -4.5 / -5.8 eV. The total energy comes out at -29625.1785 eV.


[4]
Entry from the OMol25 dataset: a structure of composition C40H104As2F12N6O6 (the ωB97M-V functional and the def2-TZVPD basis).

Structure (ORCA input):
```
! wB97M-V def2-TZVPD RIJCOSX def2/J DEFGRID3
* xyz 4 1
C -18.2972 6.8641 13.6430
C -19.6163 6.4563 14.2320
N -20.3571 7.5391 14.9795
C -19.6986 7.6768 16.3174
C -20.3201 8.8991 14.3226
C -20.9605 8.9292 12.9469
C -21.7996 7.1792 15.1922
C -22.0329 5.9074 15.9743
O -21.7484 6.1016 17.3230
C -22.1059 4.9806 18.1101
H -17.4928 6.8325 14.3810
H -18.2543 7.8034 13.0955
H -17.9919 6.1248 12.8980
H -19.5778 5.5832 14.8688
H -20.2908 6.2647 13.3959
H -20.1690 8.3422 17.0307
H -18.7040 8.1091 16.1535
H -19.4881 6.6657 16.6497
H -19.2808 9.1576 14.1355
H -20.7948 9.5876 15.0163
H -22.0327 8.7655 12.9126
H -20.3970 8.3286 12.2275
H -20.7773 9.9202 12.5170
H -22.1979 6.9482 14.2049
H -22.3006 8.0038 15.6896
H -21.5976 5.0042 15.5136
H -23.0871 5.6148 15.8345
H -22.1543 4.0452 17.5441
H -23.0743 5.0739 18.6139
H -21.3506 4.8659 18.8889
C -12.2912 2.3319 10.9268
C -13.0597 2.7365 12.1640
N -14.4642 3.2365 11.8940
C -14.8354 4.0111 13.1045
C -14.4506 4.2232 10.7592
C -15.6633 5.1161 10.5713
C -15.3662 2.1052 11.5558
C -16.0518 1.5333 12.7812
O -15.1351 0.9016 13.6057
C -15.6451 -0.1718 14.3620
H -12.7471 1.5239 10.3469
H -11.3474 1.8496 11.1885
H -12.0753 3.1704 10.2723
H -12.5209 3.5533 12.6431
H -13.1358 1.9314 12.8914
H -14.2940 4.9463 13.1334
H -14.7648 3.3936 14.0023
H -15.9149 4.1852 13.1225
H -14.2303 3.6722 9.8465
H -13.5781 4.8751 10.8606
H -15.4034 5.8423 9.8044
H -16.0450 5.6047 11.4624
H -16.4919 4.5282 10.1637
H -14.8379 1.2804 11.0947
H -16.2109 2.4947 10.9917
H -16.8053 0.8033 12.4174
H -16.8328 2.1940 13.2076
H -15.8018 -1.0469 13.7338
H -16.5442 0.0760 14.9329
H -14.8944 -0.3507 15.1264
C -16.4005 4.2535 24.2876
C -17.6524 4.2256 23.4518
N -17.5108 4.0104 21.9525
C -16.6918 2.7644 21.7505
C -18.8410 3.9663 21.2887
C -19.6690 2.7277 21.4755
C -16.6482 5.0728 21.3640
C -16.9237 6.5025 21.8375
O -18.3044 6.7353 21.9734
C -18.6116 7.8343 22.8586
H -15.6673 4.9239 23.8259
H -15.9691 3.2648 24.4083
H -16.5769 4.7188 25.2548
H -18.3891 5.0148 23.5886
H -18.2696 3.3516 23.6937
H -17.1759 1.9505 22.2821
H -15.6871 2.9037 22.1273
H -16.6881 2.5850 20.6774
H -18.6057 4.1436 20.2380
H -19.3760 4.8644 21.5869
H -19.1216 1.8020 21.2465
H -20.4798 2.6325 20.7569
H -19.9858 2.5201 22.4972
H -16.6917 5.0023 20.2749
H -15.5939 4.8918 21.5700
H -16.5937 7.2267 21.0867
H -16.4006 6.6135 22.7911
H -17.9441 8.6700 22.6515
H -18.5134 7.4876 23.8882
H -19.6457 8.0499 22.6148
C -27.1230 -2.0786 19.7855
C -26.3641 -1.8998 18.4676
N -25.0028 -2.5374 18.4435
C -24.3147 -2.5189 19.7668
C -25.2298 -4.0158 18.0529
C -23.9779 -4.8606 18.0985
C -24.2274 -1.7938 17.3861
C -23.9072 -0.3350 17.6620
O -22.6101 -0.0376 17.1764
C -22.3283 1.3049 17.5238
H -27.9892 -1.4275 19.6214
H -26.6325 -1.6251 20.6416
H -27.5008 -3.0744 19.9939
H -26.3070 -0.8220 18.3128
H -26.9961 -2.2413 17.6482
H -23.3143 -2.9191 19.6676
H -24.8303 -3.1883 20.4446
H -24.1890 -1.4793 20.0391
H -25.6814 -3.9272 17.0673
H -25.9381 -4.3196 18.8192
H -24.2724 -5.8652 17.7744
H -23.6110 -4.9395 19.1129
H -23.2379 -4.6359 17.3310
H -24.7481 -1.9493 16.4419
H -23.3043 -2.3667 17.3107
H -23.8649 -0.1492 18.7428
H -24.6905 0.3345 17.2936
H -21.3215 1.5900 17.2037
H -22.3532 1.4979 18.6001
H -22.9485 1.9774 16.9177
C -20.7762 -2.0834 14.8214
C -19.8823 -0.8529 14.9081
C -20.5713 0.3008 14.2179
O -21.8808 0.6395 14.6221
C -22.5423 1.5399 13.7611
N -19.5986 -0.4975 16.3403
H -20.4395 -0.0395 16.7252
H -19.4934 -1.2694 17.0137
H -18.8382 0.1814 16.3981
H -21.7703 -1.8390 15.1963
H -20.4075 -2.9381 15.3910
H -20.8614 -2.4099 13.7865
H -18.9292 -1.1517 14.4782
H -20.4830 0.1475 13.1341
H -20.0278 1.2507 14.3374
H -22.3478 1.2781 12.7140
H -22.3797 2.6023 13.9655
H -23.6044 1.3097 13.8750
C -13.9817 6.7824 18.1888
C -13.2579 7.6032 17.1522
C -14.1695 8.5009 16.3686
O -13.4011 9.4524 15.6872
C -14.1536 10.3588 14.8850
N -12.2327 8.4942 17.8930
H -11.9378 8.0326 18.7569
H -11.4979 8.8442 17.2710
H -12.7481 9.3278 18.2166
H -13.4026 6.3279 19.0080
H -14.4531 5.8597 17.8406
H -14.6992 7.3718 18.7695
H -12.6246 7.0008 16.5005
H -14.9258 8.9966 17.0105
H -14.8441 7.9171 15.7200
H -14.9175 9.9074 14.2503
H -13.4351 10.8095 14.2024
H -14.5258 11.1526 15.5338
As -17.8072 3.3246 16.9275
F -18.9623 4.4963 17.5274
F -17.7319 4.3569 15.5017
F -16.6450 2.3291 16.1232
F -17.9219 2.4136 18.3763
F -19.1574 2.4676 16.2376
F -16.5669 4.2792 17.7340
As -19.8376 -1.5645 19.9251
F -20.3721 -3.0473 20.6115
F -18.6754 -1.4070 21.1811
F -19.2882 -0.1040 19.1215
F -21.0694 -1.8720 18.7111
F -20.9179 -0.5650 20.8404
F -18.7055 -2.3792 18.8748
*
```

The highest occupied orbital energy comes out at -17.33 eV. For the LUMO energy, the calculation gives -7.5 eV. The total energy comes out at -218649.7569 eV.


[5]
Entry from the OMol25 dataset: a cluster of 8 separate species, C40H104N8O12 in total (the ωB97M-V functional and the def2-TZVPD basis).

Structure (ORCA input):
```
! wB97M-V def2-TZVPD RIJCOSX def2/J DEFGRID3
* xyz 0 1
C -2.7718 0.3830 0.6383
O -2.3580 0.6857 -0.6983
C -0.9619 0.6933 -0.8943
C -0.1449 1.8385 -0.1687
C -0.7132 3.2690 -0.3195
N 1.1825 1.8256 -0.7285
H -3.8569 0.3048 0.5703
H -2.6131 1.1307 1.4153
H -2.4273 -0.6161 0.9051
H -0.4249 -0.2000 -0.5751
H -0.9098 0.8019 -1.9776
H -0.0164 1.5657 0.8787
H -0.6367 3.5953 -1.3567
H -0.0831 3.9484 0.2545
H -1.7195 3.2780 0.0992
H 1.4212 0.8538 -0.8654
H 1.8472 2.3060 -0.1391
C 1.3155 2.0387 -6.6439
O 1.1732 3.4252 -6.3464
C -0.1570 3.8004 -6.0154
C -0.0968 5.3419 -5.6594
C 0.6119 5.5183 -4.3756
N -1.4678 5.9558 -5.6243
H 0.5903 1.6221 -7.3429
H 1.3229 1.3883 -5.7692
H 2.3510 2.0682 -6.9830
H -0.8218 3.5636 -6.8461
H -0.4558 3.2636 -5.1151
H 0.3979 5.8876 -6.4629
H -0.0691 5.3946 -3.5334
H 1.0177 6.5223 -4.2514
H 1.4723 4.8757 -4.1888
H -2.1321 5.2008 -5.5314
H -1.6038 6.0972 -6.6151
C 3.9470 1.0271 -3.4522
O 3.4970 -0.2459 -3.8732
C 2.0939 -0.5140 -3.6626
C 2.0532 -1.6618 -2.6555
C 0.7501 -2.4814 -2.7376
N 2.2305 -1.2121 -1.3250
H 4.8616 1.3267 -3.9639
H 4.2533 1.0499 -2.4064
H 3.1850 1.7841 -3.6375
H 1.6050 0.3439 -3.2009
H 1.8464 -0.8194 -4.6793
H 2.9099 -2.2902 -2.8989
H 0.4261 -2.6990 -3.7553
H 0.0508 -1.8688 -2.1686
H 1.0820 -3.3253 -2.1328
H 3.1704 -1.3908 -1.0013
H 1.6819 -1.7476 -0.6675
C -4.0256 1.9630 -6.5806
O -4.5780 1.6126 -5.3201
C -3.7720 1.7783 -4.2041
C -4.5188 1.1990 -2.9594
C -4.8339 -0.2871 -3.0154
N -5.6857 2.0201 -2.6529
H -3.3363 2.7904 -6.4124
H -4.8535 2.3105 -7.1986
H -3.5519 1.0829 -7.0153
H -2.7555 1.3852 -4.2233
H -3.6062 2.8519 -4.1140
H -3.8931 1.4031 -2.0906
H -5.5780 -0.2934 -3.8120
H -5.2731 -0.7608 -2.1375
H -4.0643 -0.9553 -3.4016
H -5.9973 2.1597 -3.6034
H -6.4041 1.5216 -2.1475
C -2.1994 6.5208 -0.6601
O -3.5730 6.7500 -0.2131
C -4.4980 6.5319 -1.2188
C -5.9238 6.4247 -0.5717
N -5.9101 5.7364 0.7215
C -5.9730 4.3013 0.3627
C -5.9459 3.3458 1.5685
O -4.5773 2.8303 1.7989
C -3.5478 3.8203 2.0883
H -1.5024 6.1542 0.0934
H -1.6751 7.4740 -0.7271
H -1.9132 6.1968 -1.6607
H -4.1906 5.5539 -1.5891
H -4.5633 7.2894 -1.9998
H -6.6502 6.1034 -1.3183
H -6.1439 7.4229 -0.1933
H -4.9687 5.9144 1.0410
H -5.4346 4.1075 -0.5651
H -7.0049 4.2492 0.0154
H -6.7477 2.6172 1.4488
H -6.3643 3.8550 2.4366
H -2.5852 3.3092 2.0715
H -3.8537 4.2216 3.0545
H -3.5615 4.6815 1.4203
C 1.8332 -9.0564 -2.3705
O 2.7712 -8.1531 -1.7335
C 2.0834 -7.0103 -1.2510
C 3.2068 -5.9936 -0.6627
N 2.4615 -4.8816 -0.0428
C 2.1242 -5.3239 1.2694
C 1.0041 -4.4308 1.8590
O -0.0980 -4.3622 0.9108
C -1.2861 -3.7680 1.3521
H 2.3203 -9.9746 -2.6987
H 1.2269 -8.5615 -3.1292
H 1.0838 -9.2812 -1.6116
H 1.3577 -7.3613 -0.5174
H 1.6762 -6.5494 -2.1509
H 3.7455 -5.6337 -1.5393
H 3.8792 -6.5540 -0.0131
H 1.6100 -4.8193 -0.5824
H 3.0253 -5.3552 1.8819
H 1.7135 -6.3330 1.2343
H 1.3552 -3.4133 2.0312
H 0.6093 -4.7815 2.8126
H -2.0442 -3.9878 0.6004
H -1.2079 -2.6809 1.3622
H -1.5787 -4.0455 2.3648
C 2.6845 -0.0348 1.6255
O 2.8564 0.0678 3.0569
C 4.1859 0.4901 3.4291
C 4.6584 -0.1646 4.7379
N 5.9334 0.4011 5.2324
C 7.0371 -0.0271 4.3180
C 8.4254 0.5478 4.5287
O 9.3207 0.3999 3.4799
C 9.8754 -0.8983 3.2079
H 1.6665 -0.3552 1.4040
H 3.3494 -0.7691 1.1707
H 2.9684 0.8852 1.1146
H 4.1201 1.5357 3.7299
H 4.9621 0.5902 2.6704
H 4.6949 -1.1918 4.3750
H 3.8250 -0.2024 5.4394
H 6.1101 0.0437 6.1604
H 6.8055 0.1738 3.2720
H 7.0612 -1.1125 4.4141
H 8.8507 0.2298 5.4807
H 8.2690 1.6216 4.6315
H 10.5646 -1.0370 2.3749
H 9.2203 -1.7386 2.9780
H 10.2905 -1.1920 4.1720
C -3.1187 -6.2789 5.7750
O -2.2713 -6.0097 4.7233
C -0.8814 -6.1209 5.0239
C -0.3680 -5.0732 6.0703
N -0.1851 -3.8099 5.3527
C -0.2646 -2.6620 6.2157
C 0.0163 -1.3878 5.3716
O -1.0925 -0.9838 4.4895
C -0.4878 -0.2165 3.4494
H -2.8067 -7.2219 6.2240
H -4.1425 -6.3573 5.4094
H -3.0525 -5.4978 6.5323
H -0.4874 -6.0117 4.0135
H -0.6879 -7.1670 5.2610
H 0.5664 -5.3241 6.5722
H -1.1799 -4.9142 6.7800
H -0.7560 -3.6470 4.5357
H 0.2453 -2.6151 7.1779
H -1.3087 -2.5737 6.5159
H 0.8960 -1.5308 4.7441
H 0.0367 -0.5602 6.0807
H -0.0227 0.7098 3.7866
H -1.2211 0.0659 2.6941
H 0.0955 -0.8597 2.7905
*
```

The highest occupied orbital energy comes out at -8.59 eV. Its structure (SMILES) is COC[C@H](C)N.COC[C@H](C)N.COC[C@H](C)N.COC[C@H](C)N.COCCNCCOC.COCCNCCOC.COCCNCCOC.COCCNCCOC. For the LUMO energy, the calculation gives 0.6 eV. The total energy comes out at -79643.7065 eV.